(1)
The following is a DFT calculation (ωB97M-V/def2-TZVPD) of C32H30BrIrN8O2S3 as an isolated structure.

Summary:
Total charge: +1
Relative energy (zero: lowest compared OMol25 entry of this formula, charge and spin), kcal/mol: 30.9
Lowest unoccupied orbital energy (alpha / beta), eV: -4.1955 / -5.0161
Multiplicity: 2
Kohn-Sham gap (alpha / beta), eV: 6.59 / 5.77
⟨S²⟩: 0.757
Molecular weight, g mol⁻¹: 927.0
Total energy, a.u.: -5698.5471

CARTESIAN COORDINATES (ANGSTROEM)
Ir: 1.6950 0.2230 -0.9295
O: -0.2350 -2.8217 2.0280
C: -0.6630 -1.8869 2.9217
C: -1.2497 -2.3379 4.0986
C: -1.6993 -1.4313 5.0403
C: -1.5602 -0.0645 4.8295
C: -0.9684 0.3791 3.6622
C: -0.5262 -0.5169 2.6890
C: 0.0660 0.0673 1.4258
O: 0.8144 -0.8082 0.6526
N: -1.0202 0.5831 0.5722
N: -0.7023 0.5724 -0.7364
C: -1.6287 0.6401 -1.6105
C: -1.3581 0.6659 -3.0286
Br: 0.4918 0.7627 -3.4475
C: -2.2472 0.6024 -4.0218
C: -3.7102 0.6428 -3.8833
C: -4.4770 -0.2113 -4.6778
C: -5.8576 -0.2177 -4.5710
C: -6.4905 0.6471 -3.6886
C: -5.7394 1.5303 -2.9259
C: -4.3569 1.5311 -3.0229
H: 0.2079 -2.3313 1.3074
H: -1.3389 -3.4050 4.2556
H: -2.1509 -1.7941 5.9546
H: -1.8880 0.6435 5.5776
H: -0.8132 1.4416 3.5085
H: 0.6826 0.9285 1.7247
H: -1.9649 0.3052 0.8093
H: -2.6693 0.6467 -1.2973
H: -1.8649 0.4956 -5.0320
H: -3.9856 -0.8793 -5.3753
H: -6.4411 -0.8916 -5.1841
H: -7.5696 0.6464 -3.6102
H: -6.2324 2.2327 -2.2669
H: -3.7832 2.2623 -2.4657
S: 3.4186 1.0404 -2.2591
C: 2.8282 2.5504 -1.5831
N: 1.8327 2.3354 -0.7446
C: 1.2565 3.5170 -0.2916
C: 0.2143 3.6577 0.6204
C: -0.1604 4.9362 0.9825
C: 0.4912 6.0610 0.4673
C: 1.5360 5.9298 -0.4257
C: 1.9084 4.6445 -0.8031
S: 3.2084 4.1848 -1.8682
H: -0.2814 2.7887 1.0321
H: -0.9671 5.0722 1.6906
H: 0.1824 7.0490 0.7799
H: 2.0562 6.7980 -0.8071
C: 3.0314 -3.6317 1.5370
N: 3.0548 -3.1475 0.1511
C: 4.3198 -2.5263 -0.2430
C: 1.9700 -3.1174 -0.6101
S: 1.7818 -1.9470 -1.8910
N: 1.0099 -4.0368 -0.4704
C: 1.2748 -5.3925 0.0091
C: -0.3504 -3.8649 -0.9886
H: 3.5842 -2.9132 2.1407
H: 3.5107 -4.6057 1.6345
H: 2.0105 -3.6746 1.9065
H: 5.1239 -3.1484 0.1470
H: 4.4006 -1.5240 0.1736
H: 4.3969 -2.4847 -1.3254
H: 2.3411 -5.5897 0.0227
H: 0.8056 -6.0862 -0.6882
H: 0.8516 -5.5515 1.0012
H: -0.5835 -2.8121 -1.0980
H: -1.0355 -4.3087 -0.2683
H: -0.4563 -4.3663 -1.9516
N: 3.0875 0.2475 0.5293
C: 3.1934 1.1406 1.3013
C: 3.3113 2.1600 2.1749
C: 4.1048 3.2773 1.7780
N: 4.7174 4.1689 1.3865
C: 2.4832 2.1751 3.3328
N: 1.7705 2.1425 4.2359

=====

(2)
The following is a DFT calculation (ωB97M-V/def2-TZVPD) of one molecule with the formula CH4BrP in a non-equilibrium geometry.

Summary:
Relative energy (zero: lowest compared OMol25 entry of this formula, charge and spin), kcal/mol: 16.7
Lowest unoccupied orbital energy, eV: 0.5157
Multiplicity: 1
Kohn-Sham gap, eV: 9.72
Molecular weight, g mol⁻¹: 126.9
Total energy, a.u.: -2955.8422

CARTESIAN COORDINATES (ANGSTROEM)
C: -0.0140 -0.0819 -0.4279
P: -1.1978 1.1583 -0.0320
Br: -2.9889 -0.2021 0.0912
H: -0.3566 -0.4234 -1.4647
H: -0.2376 -0.8540 0.4039
H: 0.9161 0.3580 -0.6605
H: -1.0579 1.2804 1.5879

=====

(3)
The following is a DFT calculation (ωB97M-V/def2-TZVPD) of a 14-piece molecular cluster, C6H40NO14 overall in a non-equilibrium geometry.

Summary:
Total charge: -1
Relative energy (zero: lowest compared OMol25 entry of this formula, charge and spin), kcal/mol: 156.5
Lowest unoccupied orbital energy, eV: 2.3048
Multiplicity: 1
Kohn-Sham gap, eV: 7.36
Molecular weight, g mol⁻¹: 350.4
Total energy, a.u.: -1360.6297

CARTESIAN COORDINATES (ANGSTROEM)
C: 0.9482 -1.5279 0.8088
N: -0.4782 -1.3742 0.6792
C: -1.1356 -0.1700 1.1699
C: -1.7131 0.7415 0.0794
C: -1.9786 2.2120 0.6573
O: -0.6939 2.8835 0.7948
C: -2.2859 -0.6529 2.0119
C: 1.6103 -1.2214 -0.5765
H: 1.1460 -2.6145 0.8933
H: 1.4108 -0.8398 1.5801
H: -0.8501 -1.7999 -0.1597
H: -0.2969 0.1782 1.6908
H: -2.6142 0.2256 -0.3447
H: -1.0895 0.9654 -0.8273
H: -2.0126 1.9640 1.7884
H: -2.6064 2.8457 0.0352
H: -2.8385 -1.4413 1.6490
H: -1.9492 -1.0540 2.9671
H: -2.9243 0.1387 2.4889
H: 1.6591 -2.1242 -1.1490
H: 2.6001 -0.7773 -0.2353
H: 1.0763 -0.4520 -1.1751
H: -3.1276 0.2136 -2.9426
H: -3.9089 -0.6596 -2.0532
O: -3.8373 0.2276 -2.3462
H: -0.2839 3.4402 -2.4361
H: -0.3940 3.3734 0.0311
O: -1.0099 3.6009 -1.8700
H: 1.2658 0.9083 -1.2349
H: -1.6748 3.0002 -1.9195
O: 1.3167 1.6334 -1.7988
H: -0.4045 1.4015 3.8447
H: 1.0386 1.6826 4.2612
O: 0.1129 1.9549 4.4165
H: -1.7602 -2.0170 -1.3718
H: -1.5615 -1.4997 -2.7255
O: -1.6025 -2.4212 -2.2280
H: -0.9688 -2.9102 2.3429
H: -2.3692 -3.4739 2.4948
O: -1.6897 -3.3926 1.8306
H: -0.1180 -4.7911 -0.2594
H: -0.3480 -3.7025 -1.4382
O: 0.1648 -4.5330 -1.0893
H: 3.3955 0.7758 -0.1456
H: 4.7969 1.2346 0.1476
O: 4.3250 0.4218 0.0752
H: 3.9146 0.5883 1.6771
H: 3.4888 0.7677 3.2804
O: 3.4058 0.3238 2.4537
H: 1.7746 3.1683 0.4043
H: 2.1650 3.0280 -0.9730
O: 2.6463 3.2058 -0.0530
H: 0.3322 1.4544 -4.5502
H: 0.7800 1.4258 -2.6453
O: -0.1262 1.6284 -3.7775
H: 2.8126 -1.3852 2.7201
H: 3.8744 -2.4003 2.0386
O: 2.9675 -2.2781 2.4471
H: -2.0361 -0.4997 -4.3077
H: -0.7029 0.7520 -3.6147
O: -1.6378 -0.3525 -3.5119

=====

(4)
The following is a DFT calculation (ωB97M-V/def2-TZVPD) of a 2-piece molecular cluster, C40H41N2O4PS2 overall in a non-equilibrium geometry.

Summary:
Relative energy (zero: lowest compared OMol25 entry of this formula, charge and spin), kcal/mol: 32.2
Lowest unoccupied orbital energy, eV: -2.5601
Multiplicity: 1
Kohn-Sham gap, eV: 3.03
Molecular weight, g mol⁻¹: 708.9
Total energy, a.u.: -3096.8428

CARTESIAN COORDINATES (ANGSTROEM)
C: 4.4547 -4.7128 -4.3351
C: 3.6529 -4.1195 -3.2356
C: 3.5362 -4.7877 -2.0112
C: 2.8290 -4.2285 -0.9405
C: 2.8157 -4.9803 0.3584
C: 2.1617 -2.9970 -1.1221
N: 1.4330 -2.4128 -0.0314
P: 2.2883 -1.2783 0.9926
H: -0.8903 1.0337 -0.9170
N: 0.9790 -1.4882 2.1129
C: 1.3496 -1.1905 3.4773
C: 0.5334 -0.4088 4.3223
C: -0.5227 0.5071 3.8110
C: 0.6542 -0.5812 5.7008
C: 1.6321 -1.4050 6.2604
C: 1.7490 -1.6039 7.7312
C: 2.5292 -2.0275 5.3931
C: 2.4340 -1.9044 4.0053
C: 3.4097 -2.6733 3.1719
C: 0.2538 -2.6866 1.9064
C: 0.4824 -3.1863 0.6637
C: 2.2914 -2.3163 -2.3514
C: 1.6101 -1.0006 -2.5331
C: 3.0398 -2.8752 -3.3910
H: 4.2335 -4.1879 -5.2620
H: 5.5225 -4.5819 -4.1528
H: 4.2359 -5.7781 -4.4075
H: 3.9983 -5.7709 -1.8826
H: 1.8075 -5.2959 0.6625
H: 3.3727 -5.9107 0.1857
H: 3.2967 -4.4401 1.1929
H: -0.7194 1.2947 4.5466
H: -0.2134 0.9565 2.8685
H: -1.4301 -0.0580 3.6084
H: -0.0385 -0.0581 6.3558
H: 2.4391 -2.4213 7.9439
H: 2.0942 -0.6943 8.2230
H: 0.7752 -1.8275 8.1608
H: 3.3221 -2.6597 5.7967
H: 4.4101 -2.5100 3.6070
H: 3.2173 -3.7634 3.2074
H: 3.4844 -2.3008 2.0974
H: -0.3069 -3.1258 2.7344
H: 0.0930 -4.1284 0.2822
H: 1.5499 -0.7594 -3.6003
H: 0.5937 -0.9935 -2.1181
H: 2.1693 -0.1831 -2.0636
H: 3.0982 -2.3472 -4.3532
C: -4.0545 -1.6334 1.0079
C: -4.9193 -0.8836 0.1899
C: -4.6179 0.4513 -0.0800
C: -3.4547 1.0243 0.4320
S: -3.0488 2.7039 0.0426
C: -1.8761 2.6599 -1.2155
C: -0.5410 2.0179 -1.0955
C: 0.1427 1.9428 -2.4431
C: -0.6284 1.5054 -3.5248
C: -0.1356 1.6058 -4.8240
C: 1.1901 2.0097 -5.0306
C: 2.0302 2.2935 -3.9353
C: 1.4913 2.2391 -2.6347
S: -1.9498 3.9623 -2.4045
C: -3.0785 5.2697 -1.9583
C: -4.3843 5.2501 -2.4549
C: -5.2864 6.2437 -2.0756
C: -4.8679 7.2865 -1.2351
C: -3.5451 7.3305 -0.7780
C: -2.6403 6.3287 -1.1572
O: -0.6547 4.6149 -2.4410
O: -2.5537 3.3200 -3.5676
O: -4.2511 3.1658 -0.6185
O: -2.5072 3.3422 1.2239
C: -2.5585 0.2691 1.1781
C: -2.8837 -1.0456 1.4938
H: -4.2647 -2.6863 1.2276
H: -5.8202 -1.3496 -0.2248
H: -5.2970 1.0453 -0.6845
H: 0.1040 2.5331 -0.3216
H: -1.6073 1.0660 -3.3560
H: -0.7867 1.4331 -5.6843
H: 1.5952 2.1437 -6.0479
H: 3.0860 2.6186 -4.0653
H: 2.1001 2.4174 -1.7352
H: -4.6676 4.4864 -3.1714
H: -6.3149 6.2061 -2.4453
H: -5.5921 8.0382 -0.8922
H: -3.2053 8.1426 -0.1249
H: -1.5879 6.3920 -0.8820
H: -1.6428 0.7426 1.5080
H: -2.2275 -1.6350 2.1340

=====

(5)
The following is a DFT calculation (ωB97M-V/def2-TZVPD) of a 2-piece molecular cluster, C4H9NO overall in a non-equilibrium geometry.

Summary:
Relative energy (zero: lowest compared OMol25 entry of this formula, charge and spin), kcal/mol: 37.5
Lowest unoccupied orbital energy, eV: 0.8037
Multiplicity: 1
Kohn-Sham gap, eV: 10.11
Molecular weight, g mol⁻¹: 87.1
Total energy, a.u.: -287.7726

CARTESIAN COORDINATES (ANGSTROEM)
C: -1.1554 -0.0839 -0.0687
C: -2.5657 -0.6635 -0.1281
C: 2.5960 0.4183 -0.4404
C: 2.7073 -0.5601 0.4055
H: -0.2776 1.5619 0.5426
H: -1.9725 1.7375 0.3941
H: -2.4896 -1.6121 -0.7140
H: -3.2999 0.0109 -0.5834
H: -2.8602 -0.9281 0.8883
H: 1.9046 1.1500 -0.2722
H: 3.1796 0.5172 -1.3747
H: 2.1505 -0.6272 1.3289
H: 3.3543 -1.3833 0.0961
N: -1.1310 1.2247 0.1159
O: -0.1405 -0.7624 -0.1900

=====

(6)
The following is a DFT calculation (ωB97M-V/def2-TZVPD) of a 6-piece molecular cluster, C43H95N5O7 overall in a non-equilibrium geometry.

Summary:
Relative energy (zero: lowest compared OMol25 entry of this formula, charge and spin), kcal/mol: 13.7
Lowest unoccupied orbital energy, eV: 0.4060
Multiplicity: 1
Kohn-Sham gap, eV: 8.33
Molecular weight, g mol⁻¹: 794.3
Total energy, a.u.: -2495.5450

CARTESIAN COORDINATES (ANGSTROEM)
C: 0.9829 2.5451 5.5404
O: 0.2848 1.4070 5.1242
C: 0.8727 0.4315 4.2694
C: -0.1459 -0.5134 3.6888
N: -1.1735 0.2550 2.9858
C: -2.3316 -0.5628 2.6059
C: -3.3238 0.3717 1.9316
O: -3.9128 1.1316 2.9871
C: -5.1706 1.6657 2.7315
H: 0.2809 3.0589 6.1899
H: 1.3056 3.1726 4.6962
H: 1.9484 2.3981 6.0408
H: 1.6463 0.0211 4.9260
H: 1.4051 0.9119 3.4367
H: -0.6409 -1.0921 4.4836
H: 0.3259 -1.2248 3.0087
H: -1.5156 0.9659 3.6309
H: -2.7363 -1.1377 3.4438
H: -1.9311 -1.2339 1.8362
H: -4.1306 -0.1486 1.3998
H: -2.8928 1.0878 1.2274
H: -5.2088 2.2660 1.8077
H: -5.4016 2.4508 3.4532
H: -6.0097 0.9697 2.6618
C: -0.0136 4.3680 -3.6345
C: -0.2018 2.8934 -4.0965
C: -0.9918 2.2753 -2.9342
C: -1.7015 0.9516 -3.2817
C: -2.5866 1.1542 -4.5357
C: -1.7747 1.7264 -5.6930
N: -1.0294 2.9443 -5.3186
O: -0.2690 3.4486 -6.4007
C: -0.8809 0.7506 -6.4263
C: -2.8441 2.2408 -6.7134
C: 1.1808 2.1960 -4.2123
H: 0.5555 4.9522 -4.3612
H: 0.6725 4.2399 -2.7932
H: -0.9731 4.7877 -3.3571
H: -0.4538 1.9932 -2.0258
H: -1.8303 2.9046 -2.6159
H: -2.4376 0.6337 -2.5423
H: -0.9470 0.1786 -3.4474
H: -3.4439 1.7654 -4.2522
H: -3.0015 0.1818 -4.8120
H: -0.0187 0.4492 -5.8305
H: -1.4128 -0.1190 -6.8177
H: -0.4593 1.2313 -7.3115
H: -2.4045 2.8118 -7.5281
H: -3.3776 1.3741 -7.1118
H: -3.5694 2.8525 -6.1779
H: 1.1810 1.1112 -4.1412
H: 1.8845 2.6414 -3.5104
H: 1.5399 2.4647 -5.2102
H: -0.3700 4.3996 -6.2820
C: -3.1060 -7.6374 -3.6106
C: -2.4262 -6.4739 -2.8951
C: -0.9503 -6.4248 -3.3164
C: -0.3184 -5.1339 -2.8609
C: -1.0081 -3.9490 -3.5628
C: -2.5037 -3.8739 -3.3505
N: -3.0872 -5.2240 -3.2997
O: -4.4718 -5.2638 -3.0785
C: -2.9335 -3.0824 -2.1032
C: -3.0434 -3.1975 -4.6455
C: -2.5454 -6.6739 -1.3550
H: -4.1245 -7.7749 -3.2455
H: -2.5500 -8.5731 -3.5542
H: -3.2239 -7.4262 -4.6784
H: -0.4932 -7.3997 -3.1394
H: -0.9674 -6.3751 -4.4169
H: 0.7608 -4.9745 -2.9123
H: -0.4866 -5.0848 -1.7761
H: -0.6745 -4.0617 -4.5954
H: -0.4018 -3.1604 -3.1081
H: -3.9928 -2.8305 -2.1347
H: -2.7579 -3.5167 -1.1173
H: -2.3482 -2.1550 -2.0935
H: -2.6870 -2.1666 -4.6540
H: -2.6587 -3.7558 -5.4939
H: -4.1328 -3.2452 -4.6215
H: -2.2201 -7.6859 -1.1046
H: -3.5805 -6.4800 -1.0783
H: -1.9073 -6.0114 -0.7706
H: -4.8432 -5.5079 -3.9352
C: 3.3667 -1.8764 3.6931
C: 4.4514 -2.2059 2.6596
C: 5.6391 -1.2336 2.8068
C: 6.5716 -1.7175 3.9112
C: 6.9413 -3.1772 3.6540
C: 5.7760 -4.1876 3.6014
N: 4.8056 -3.6312 2.6584
O: 3.6351 -4.4201 2.6386
C: 6.3867 -5.5092 3.0602
C: 5.2473 -4.4435 4.9949
C: 3.8185 -1.8989 1.2859
H: 2.4121 -2.3805 3.5413
H: 3.0829 -0.8262 3.6094
H: 3.7226 -2.0430 4.7105
H: 6.2562 -1.1574 1.9098
H: 5.2660 -0.2431 3.0648
H: 6.1041 -1.6251 4.8955
H: 7.4881 -1.1248 3.9227
H: 7.6957 -3.6390 4.2963
H: 7.4354 -3.1987 2.6745
H: 7.1866 -5.8233 3.7277
H: 5.6207 -6.2882 3.0824
H: 6.7185 -5.4031 2.0281
H: 4.3354 -5.0398 5.0943
H: 5.9008 -5.0715 5.6120
H: 5.0906 -3.5266 5.5673
H: 4.5594 -1.8175 0.4944
H: 3.2294 -0.9797 1.3637
H: 3.0323 -2.6257 1.0644
H: 3.6767 -4.9286 1.8203
C: -0.3784 7.0510 4.1812
C: -0.8738 6.4563 2.8566
C: -0.2344 7.3396 1.7362
C: -0.3374 6.7249 0.3365
C: 0.2253 5.2968 0.3624
C: -0.4146 4.3650 1.3834
N: -0.4175 5.0931 2.6660
O: -1.0483 4.3223 3.6857
C: -1.8525 4.0242 0.9785
C: 0.4545 3.1214 1.5330
C: -2.3855 6.7784 2.7549
H: 0.5938 6.6446 4.4685
H: -0.3534 8.1368 4.2618
H: -1.0857 6.7537 4.9647
H: -0.5856 8.3700 1.8019
H: 0.8434 7.4159 1.9321
H: -1.3843 6.6928 0.0092
H: 0.0594 7.3662 -0.4528
H: 1.3131 5.3080 0.4233
H: -0.0635 4.9150 -0.6224
H: -1.9467 3.4620 0.0457
H: -2.3999 4.9540 0.8106
H: -2.4319 3.4999 1.7396
H: 0.0842 2.4681 2.3233
H: 1.4908 3.4336 1.6752
H: 0.4623 2.4505 0.6678
H: -2.5114 7.7912 3.1253
H: -2.7816 6.6216 1.7547
H: -2.8985 6.0588 3.4011
H: -0.3830 4.1598 4.3618
C: 0.6405 -1.0426 -1.0841
O: -0.2316 -0.0913 -0.4882
H: 0.2094 -2.0361 -0.9239
H: 0.7244 -0.7276 -2.1251
H: 1.6546 -1.0051 -0.6719
H: -0.0736 -0.0101 0.4597

=====

(7)
The following is a DFT calculation (ωB97M-V/def2-TZVPD) of one molecule with the formula C4H2F3N3O4 in a non-equilibrium geometry.

Summary:
Relative energy (zero: lowest compared OMol25 entry of this formula, charge and spin), kcal/mol: 23.2
Lowest unoccupied orbital energy, eV: -0.9272
Multiplicity: 1
Kohn-Sham gap, eV: 10.89
Molecular weight, g mol⁻¹: 213.1
Total energy, a.u.: -918.2884

CARTESIAN COORDINATES (ANGSTROEM)
C: -1.0066 -1.5592 0.4692
C: 1.7105 -0.6312 0.2381
C: 0.1744 -0.3792 -0.2274
C: -1.4101 1.5039 -0.0579
N: -1.8365 -2.3303 0.6835
N: 1.7113 -0.4368 1.5595
N: 0.1762 -0.3678 -1.7169
O: 2.5732 -0.8253 -0.5529
O: 0.1260 0.7319 -2.1256
O: 0.2818 -1.3759 -2.3207
O: -0.2173 0.9227 0.2116
F: -2.2681 1.4015 1.0906
F: -2.0862 0.9791 -1.0312
F: -1.3480 2.7967 -0.2608
H: 0.9186 -0.4574 2.1382
H: 2.5008 0.0273 1.9027

=====

(8)
The following is a DFT calculation (ωB97M-V/def2-TZVPD) of a 2-piece molecular cluster, CH3IN4 overall in a non-equilibrium geometry.

Summary:
Relative energy (zero: lowest compared OMol25 entry of this formula, charge and spin), kcal/mol: 46.1
Lowest unoccupied orbital energy, eV: 0.5647
Multiplicity: 1
Kohn-Sham gap, eV: 10.14
Molecular weight, g mol⁻¹: 198.0
Total energy, a.u.: -556.5048

CARTESIAN COORDINATES (ANGSTROEM)
C: -0.1000 -1.8781 0.3299
N: -0.8803 1.4334 -0.1844
N: -0.0807 2.2043 -0.1817
N: -0.8316 -1.9516 -0.6507
N: 0.9254 2.7395 -0.4258
I: -0.8462 -2.2296 2.2387
H: 1.0836 -2.0255 0.4272
H: -0.4193 -1.9375 -1.5705
H: 1.1491 3.6451 0.0173

=====

(9)
The following is a DFT calculation (ωB97M-V/def2-TZVPD) of a 2-piece molecular cluster, C5H14N2 overall in a non-equilibrium geometry.

Summary:
Relative energy (zero: lowest compared OMol25 entry of this formula, charge and spin), kcal/mol: 155.3
Lowest unoccupied orbital energy, eV: -0.4021
Multiplicity: 1
Kohn-Sham gap, eV: 7.02
Molecular weight, g mol⁻¹: 102.2
Total energy, a.u.: -308.1755

CARTESIAN COORDINATES (ANGSTROEM)
C: -1.7358 1.8045 0.1377
N: -0.9445 0.7827 -0.5970
C: -1.7437 -1.2334 0.6887
C: -0.5707 -0.2491 0.3490
C: 0.5786 -1.1233 -0.0649
N: 1.9416 0.2355 0.4755
C: 2.3920 -0.3435 -0.8514
H: -1.0490 2.2312 0.8829
H: -1.9548 2.6608 -0.5052
H: -2.6706 1.4429 0.5420
H: -0.1192 1.2837 -0.8870
H: -2.6309 -0.6262 0.8472
H: -1.5607 -1.8297 1.5781
H: -1.8931 -1.8688 -0.1864
H: -0.2050 0.1658 1.2900
H: 0.3957 -1.5954 -1.0257
H: 1.0691 -1.7771 0.6404
H: 2.6699 0.9344 0.4966
H: 3.2685 0.2384 -1.1960
H: 1.7375 -0.1590 -1.7317
H: 2.7656 -1.3741 -0.9426